27
Properties=species:S:1:pos:R:3:forces:R:3:lowdin_charge:R:1 method="wB97M-V/def2-TZVPD" homo_ev=-12.4 total_charge=+1 homo_lumo_gap_ev=9.333 total_energy_ha=-482.2133
C -2.5413 0.1586 -0.9360 -1.668 0.290 0.365 -0.192
H -2.0498 2.1382 -1.1349 1.018 1.078 -0.578 0.128
C 1.1633 -1.1012 1.4447 -0.188 4.360 -0.430 -0.009
C 1.0600 1.3688 -0.1057 0.301 -2.878 1.929 -0.036
H -0.4689 -0.3902 -1.3952 0.033 0.701 -0.717 0.036
H 2.5352 -2.1673 -1.4563 0.171 -0.286 0.764 0.087
O -0.2841 2.2069 1.6626 -1.133 1.616 0.786 -0.006
H 1.0369 2.2984 -0.5778 -0.171 1.164 -1.047 0.113
H -1.6401 -1.5386 -2.0997 -0.128 1.129 1.070 0.121
H -1.0765 1.2638 0.2198 -2.134 1.496 -1.773 0.137
C -1.4525 -0.8047 -1.2525 1.123 -2.340 0.624 -0.090
C 1.6796 0.2013 -0.5683 0.741 0.405 -3.028 -0.070
H 2.0077 0.1974 -1.7106 -0.256 -0.080 2.705 0.169
C 0.5148 1.2322 1.1659 0.888 -0.916 1.618 -0.400
H 0.3988 0.1185 3.1283 -0.247 0.166 -1.783 0.148
C 0.6313 0.0899 2.0170 0.521 -0.927 -0.805 0.036
H -1.1944 -1.4206 -0.3297 -0.751 0.459 -1.003 0.105
H -3.2634 0.3958 -1.7017 0.680 0.619 -1.245 0.110
C 2.5204 -2.1994 -0.3435 -0.882 0.591 -0.694 -0.035
H -2.8540 1.8667 0.3396 2.918 -0.666 -1.700 0.227
C 1.7677 -0.9707 0.1686 -0.731 -1.858 0.479 -0.283
H 2.0975 -3.1724 0.0191 0.468 1.006 -0.272 0.099
H 0.1425 2.9802 2.0342 0.416 0.137 0.021 0.130
N -2.0163 1.5416 -0.3437 -3.052 -3.566 3.301 0.166
H 1.1077 -1.9389 2.0616 0.480 -1.631 0.455 0.098
H 3.5155 -2.0151 0.0374 0.509 -0.625 -0.103 0.084
H -3.3376 -0.3390 -0.3429 1.074 0.557 1.063 0.129


127
Properties=species:S:1:pos:R:3:forces:R:3:lowdin_charge:R:1 method="wB97M-V/def2-TZVPD" homo_ev=-8.9 total_charge=0 smiles="COC[C@H](C)N.COC[C@H](C)N.COC[C@H](C)N.COC[C@H](C)N.COC[C@H](C)N.COC[C@H](C)N.COC[C@H](C)N.NC(N)=O" homo_lumo_gap_ev=9.348 total_energy_ha=-2248.1179
C 4.1723 2.6948 -1.9477 0.701 0.727 -0.552 -0.094
H 5.2204 2.3802 -1.8811 -0.182 -0.507 0.242 0.088
C -0.1533 -2.1870 -3.8531 0.025 0.366 0.251 -0.438
H -0.8190 4.9737 1.0777 0.051 0.077 0.098 0.108
H -3.6269 -4.9329 -3.2871 -0.298 0.388 0.171 0.084
N 0.5480 -2.5702 -2.6387 -0.047 0.160 0.158 0.047
H 1.6004 -1.0618 -4.7818 -0.019 -0.103 0.783 0.070
H -1.5696 -2.8357 -5.3256 -0.180 -0.009 0.097 0.129
H -3.7808 -3.5935 -4.5440 -0.389 -0.265 0.030 0.093
H -8.1172 -0.5532 4.4378 0.111 -0.317 0.037 0.071
H 1.4578 4.7983 3.9514 0.077 0.472 -0.065 0.090
C -0.8566 7.0642 0.9440 0.743 0.845 0.151 -0.067
H 3.6935 3.6480 -4.4288 0.571 0.152 0.693 0.132
H -6.5204 3.1026 2.8907 -0.063 -0.035 0.017 0.087
C 5.6553 2.3884 -6.1148 -0.226 0.231 -0.669 -0.074
H 5.9259 -0.6967 -1.9624 0.183 -0.335 0.183 0.076
H -3.5966 -1.1230 3.0318 0.041 -0.048 0.308 0.056
H -7.2448 -1.4688 1.0838 0.028 0.083 -0.036 0.079
H 1.0431 2.3139 -2.4073 0.051 0.076 0.040 0.059
H 3.8360 -2.8561 4.5140 0.185 -0.107 -0.060 0.098
H 5.3616 -2.8657 -0.6160 0.576 0.261 0.229 0.141
H -2.8496 5.8943 -0.1124 0.157 0.060 -0.015 0.065
C -1.5674 5.6450 2.9704 -0.477 1.144 -0.948 -0.210
H 7.9994 -2.7973 2.4299 -0.195 -0.072 0.217 0.086
C 4.9077 -1.9009 -0.3612 -0.113 -1.266 -0.478 -0.413
H 5.2285 0.1609 -5.2399 -0.068 -0.137 0.135 0.071
H 4.9821 1.8594 -6.7993 0.067 -0.034 -0.004 0.079
C -6.2631 0.5698 2.8079 -0.525 1.146 1.451 -0.186
H -2.5723 -3.4355 -1.0809 0.111 -0.125 -0.082 0.069
N -8.0308 -1.0265 3.5371 -0.204 0.695 0.759 0.042
O 3.4941 2.0774 -3.0250 -0.342 0.158 0.023 -0.242
H -8.6614 -0.4519 2.9773 0.194 -0.271 -0.395 0.076
H -0.4141 2.7046 -1.4300 0.236 0.129 -0.125 0.077
C -6.6486 -0.8611 3.0886 -0.342 -0.521 -0.955 -0.447
H -2.7293 -5.2255 2.0391 -0.210 0.133 -0.074 0.131
C -1.4733 5.7784 1.4438 0.143 -1.144 -1.043 -0.463
O -0.3366 5.7613 3.6242 0.349 0.179 0.531 -0.178
H 1.3617 -2.7625 -5.2743 0.252 0.067 0.312 0.082
H 4.2784 3.7721 -2.1377 -0.476 0.045 0.194 0.095
H 1.2869 -3.2391 -2.8083 -0.117 -0.124 -0.058 0.083
H 3.9086 -2.4872 2.7907 0.315 -0.158 0.173 0.060
H 3.6197 2.5091 -1.0334 0.036 -0.094 0.063 0.089
H 4.9244 -0.7128 1.4194 0.046 0.165 -0.154 0.132
H 5.9880 2.6765 -4.0758 -0.117 -0.099 0.204 0.129
C -6.1951 2.6709 3.8476 0.340 0.952 -0.098 -0.146
H 0.3290 -1.5199 -5.8287 -0.082 -0.012 0.147 0.082
N -2.7648 5.4889 0.8086 -0.403 -0.145 0.735 0.035
N 1.6496 -0.0135 -1.3908 -1.397 0.471 -0.101 0.050
H -6.6188 3.2737 4.6507 -0.205 -0.198 0.047 0.087
H -3.8252 -3.7198 0.1085 -0.026 -0.098 0.082 0.087
O -1.5739 0.8915 0.2501 -0.859 -0.304 -0.350 -0.200
O -1.8537 -3.8328 0.7696 0.239 0.124 0.311 -0.200
H -0.6763 7.0356 -0.1343 -0.042 -0.277 0.026 0.077
C 7.3528 -1.9201 2.3529 0.009 -0.488 -0.135 -0.101
H 2.0952 0.5815 -2.0895 0.409 -0.247 0.150 0.031
H 0.9352 5.0098 2.2154 0.515 -0.161 0.132 0.078
C -6.4701 -1.6981 1.8155 0.257 0.257 0.528 -0.068
H -2.1532 6.5410 3.2083 0.011 -0.161 0.744 0.130
H 1.1089 1.3277 0.0829 -0.378 0.541 -0.069 0.130
H 3.1444 2.2065 -5.0400 0.042 -0.641 0.363 0.131
H -2.3972 1.3233 2.0080 0.168 0.136 0.449 0.079
H 4.3629 -0.1188 -1.4021 0.195 0.063 0.106 0.053
H -5.9961 -1.2809 3.8565 -0.005 0.134 0.128 0.134
H -4.2192 -3.3439 2.3509 0.005 -0.015 -0.074 0.107
N 3.5351 -2.3210 0.0000 -0.920 0.899 -0.626 0.031
H 1.1126 -0.6787 -1.9721 0.552 -0.079 0.379 0.028
H -0.0442 -2.8887 -1.8812 -0.120 -0.144 -0.190 0.080
C 0.1916 1.9030 -1.8721 -1.051 0.547 0.875 -0.047
H 4.3910 -1.4734 -2.4244 0.250 -0.299 0.017 0.079
H -5.4841 -1.4809 1.3976 -0.054 -0.254 -0.222 0.066
C 4.9527 -1.0242 -1.5996 -0.971 0.893 -0.073 -0.080
O 1.3037 -2.9820 4.5491 0.311 -0.372 -0.148 0.005
H -0.5012 1.4236 -2.5715 0.282 -0.169 -0.131 0.083
H 3.2141 -2.9536 -0.7337 0.267 -0.363 0.293 0.071
H -3.5375 5.8397 1.3652 0.022 0.077 -0.065 0.065
H -1.4239 7.9884 1.1009 -0.339 -0.311 0.313 0.082
H -3.6528 -2.9076 4.7091 -0.273 -0.116 -0.065 0.061
H -0.9953 -0.4114 -1.2330 -0.422 0.165 0.101 0.116
H -0.4761 -4.0922 -4.7136 -0.251 -0.100 -0.059 0.134
H -2.8650 -5.0983 -0.5048 -0.093 -0.048 -0.033 0.093
C -2.2692 -4.2281 2.0690 0.317 -0.407 -0.639 -0.202
H 7.9505 -1.1874 1.8032 -0.238 0.271 0.121 0.083
H -0.2949 -0.7442 0.3342 0.141 0.155 0.132 0.114
H 0.2165 3.7862 3.2804 -0.075 0.086 -0.100 0.085
H -1.3601 -4.3874 2.6515 0.099 0.416 0.088 0.124
H -0.7234 0.6174 2.1024 -0.053 0.236 0.360 0.089
H 7.0770 -1.5781 3.3528 0.222 0.244 -0.008 0.086
H -2.7492 -5.0458 -4.7795 -0.187 0.109 -0.151 0.089
H -2.2631 -3.6493 4.5248 0.080 -0.103 -0.236 0.068
H -5.1068 2.8214 3.9122 0.028 -0.277 -0.107 0.084
C 3.8660 2.5694 -4.2921 -0.504 -0.099 -1.246 -0.207
H 4.8076 0.4621 -3.6778 0.224 -0.497 -0.077 0.030
H 2.1933 -2.3805 1.6285 -0.115 0.001 -0.679 0.027
H 6.6760 2.0653 -6.3224 -0.055 -0.280 0.196 0.081
N 3.3942 -2.6492 3.6404 -0.786 -0.240 0.003 0.160
H 5.6490 3.4368 -6.4256 -0.277 0.066 0.371 0.079
O 6.1919 -2.3071 1.6399 0.310 -0.026 -0.366 -0.193
C -3.1448 -4.3278 -4.0491 1.078 -0.125 -0.194 -0.083
N 1.5214 -2.2871 2.3703 0.376 -0.397 0.802 0.149
C 0.8641 -1.8494 -4.9262 -0.450 -0.179 -1.583 -0.066
C -3.2035 -3.2432 2.7312 0.570 0.645 2.324 -0.410
H 2.8775 -1.5424 -0.2140 0.556 0.018 0.385 0.049
N 5.4881 0.6776 -4.4046 -0.582 0.665 0.127 0.065
C -2.7828 -1.7719 2.7106 0.143 0.003 -2.425 -0.055
C 5.6399 -1.2972 0.8189 -0.425 0.260 0.183 -0.213
C -0.5972 0.0739 -0.3346 0.739 0.298 0.169 -0.226
H -2.1249 4.7600 3.2886 0.074 -0.205 -0.200 0.125
C 2.0213 -2.7353 3.5922 -0.350 1.351 -0.152 -0.660
C -1.3889 1.3245 1.6005 0.127 -0.423 -1.414 -0.071
C -1.1071 -3.2361 -4.4126 0.849 -0.153 -0.380 -0.241
C 0.5944 0.9131 -0.7899 1.486 -1.411 -0.773 -0.384
H 6.4015 -0.6055 0.4426 0.189 -0.136 0.138 0.117
H -1.8562 -1.5374 3.2270 -0.008 -0.296 0.453 0.081
C 5.2638 2.1096 -4.6765 1.185 0.389 -0.126 -0.450
H -0.9792 2.3352 1.5413 0.078 0.011 0.543 0.070
H -5.1918 0.7244 2.6462 -0.027 -0.273 -0.562 0.116
C -2.8302 -4.0432 -0.2160 -0.230 0.206 -0.183 -0.109
H 0.5596 -2.5078 2.1804 -0.031 -0.183 -0.056 0.072
H -6.5591 -2.7446 2.0992 0.070 -0.089 -0.220 0.077
O -2.0475 -3.6330 -3.4627 -0.356 -0.027 0.348 -0.206
H -2.5771 -1.4978 1.6574 -0.154 0.174 0.231 0.074
N -3.2145 -3.6437 4.1651 -0.439 -0.385 0.089 0.028
C 0.6335 4.8046 3.2448 -0.750 -0.496 -0.261 -0.098
O -6.5859 1.3479 3.9810 -0.005 -0.710 0.096 -0.202
H -6.9005 1.0123 2.0308 0.416 -0.316 -0.517 0.133
H -0.7635 -1.2959 -3.6483 0.145 -0.025 0.199 0.136
H 0.1173 7.2408 1.4153 -0.049 -0.091 -0.031 0.077